Entry 1:
# C28H30N5PSTeV

C28H30N5PSTeV as an isolated structure in a non-equilibrium geometry (wB97M-V/def2-TZVPD, the OMol25 dataset).

Structure (XYZ):
```
67
Properties=species:S:1:pos:R:3:forces:R:3
V -0.176 -0.344 -0.292 -0.168 2.872 -1.647
C -2.019 -3.931 0.674 0.140 0.122 -0.075
C -1.068 -2.822 0.353 0.858 -1.696 0.399
N -1.494 -1.600 0.041 1.080 0.551 0.275
N -2.805 -1.346 0.038 -2.229 0.197 -0.184
C -3.144 -0.096 -0.151 0.288 -0.836 0.305
N -4.467 0.201 -0.234 -0.374 0.095 -0.172
S -2.039 1.211 -0.306 0.213 0.428 0.443
C 0.344 -2.946 0.398 -1.907 -0.322 0.041
C 1.076 -4.100 0.723 1.122 -0.257 0.101
C 2.457 -4.052 0.717 -1.258 -0.688 0.192
C 3.101 -2.862 0.373 -0.117 1.346 -0.362
C 2.326 -1.764 0.055 1.856 -0.497 0.207
N 0.997 -1.788 0.083 -0.101 -0.734 0.580
H -3.028 -3.560 0.517 -0.044 -0.153 0.052
H -1.908 -4.245 1.712 -0.075 -0.112 0.083
H -1.849 -4.793 0.029 -0.035 -0.150 -0.019
H -5.140 -0.502 0.024 0.089 -0.003 -0.007
H -4.731 1.170 -0.181 0.012 -0.188 0.053
H 0.548 -5.006 0.972 -0.058 -0.141 0.050
H 3.037 -4.928 0.966 -0.008 -0.105 0.021
H 4.177 -2.791 0.356 0.084 0.043 -0.070
H 2.768 -0.812 -0.234 0.042 -0.168 0.014
N 0.189 -0.261 -2.036 0.667 0.516 -0.284
P 0.308 -1.111 -3.324 -0.176 -1.039 -1.227
C 1.458 -2.536 -3.333 -0.103 0.524 0.321
C 1.054 -3.731 -2.744 -0.099 0.175 -0.106
C 1.934 -4.794 -2.671 0.032 -0.147 0.005
C 3.228 -4.658 -3.154 -0.035 0.018 0.005
C 3.643 -3.457 -3.710 0.131 -0.093 -0.021
C 2.761 -2.395 -3.798 -0.152 0.115 -0.057
C -1.278 -1.890 -3.809 0.291 0.411 0.241
C -1.410 -3.031 -4.591 0.072 0.034 -0.021
C -2.671 -3.544 -4.846 0.050 -0.072 -0.088
C -3.793 -2.906 -4.340 -0.114 0.016 -0.010
C -3.665 -1.751 -3.586 -0.102 -0.029 -0.053
C -2.405 -1.245 -3.318 0.044 0.131 0.041
C 0.792 -0.081 -4.747 -0.086 -0.064 0.440
C 0.818 -0.537 -6.059 0.031 -0.011 0.133
C 1.108 0.348 -7.083 -0.013 -0.091 -0.120
C 1.380 1.677 -6.797 0.034 0.092 0.039
C 1.367 2.126 -5.487 0.034 0.137 -0.185
C 1.065 1.250 -4.463 0.019 -0.054 0.233
H 0.040 -3.810 -2.368 0.058 -0.127 0.067
H 1.614 -5.734 -2.245 -0.014 -0.020 0.076
H 3.912 -5.492 -3.097 0.061 -0.056 0.002
H 4.654 -3.358 -4.080 0.050 0.037 -0.021
H 3.064 -1.452 -4.235 0.095 -0.026 -0.027
H -0.534 -3.525 -4.986 0.043 -0.085 -0.004
H -2.780 -4.445 -5.436 0.010 -0.005 -0.024
H -4.773 -3.313 -4.543 -0.081 -0.026 -0.001
H -4.545 -1.252 -3.209 -0.028 0.054 0.085
H -2.259 -0.349 -2.724 -0.172 -0.057 0.018
H 0.616 -1.578 -6.271 -0.064 -0.071 -0.088
H 1.112 0.010 -8.109 0.021 -0.063 -0.054
H 1.603 2.367 -7.597 0.016 0.040 -0.097
H 1.581 3.162 -5.270 0.021 0.103 0.029
H 1.028 1.569 -3.428 -0.025 0.049 -0.073
C -0.321 1.672 3.638 0.064 -0.143 -0.409
Te 0.006 -0.092 2.414 0.476 0.376 1.514
C 1.959 -0.469 3.292 -0.247 -0.080 -0.286
H -0.481 1.375 4.669 -0.007 -0.199 0.001
H -1.206 2.176 3.266 -0.070 0.008 -0.091
H 0.530 2.343 3.581 0.085 0.002 -0.124
H 2.139 0.280 4.054 -0.073 0.170 0.075
H 2.743 -0.425 2.544 -0.046 0.049 -0.126
H 1.968 -1.451 3.751 -0.108 -0.100 -0.006
```
Positions in Å, forces in eV/Å.

The calculation puts the LUMO energy (alpha / beta) at 0.32 / 0.35 eV. The spin multiplicity is 2.

Per-atom natural (NBO) charges, elementary charge units: 0.8883 -0.6607 0.0767 -0.3197 -0.4444 0.2773 -0.8081 -0.2343 0.0884 -0.2178 -0.2028 -0.3008 0.0525 -0.5563 0.2560 0.2133 0.2084 0.3974 0.3996 0.2211 0.2140 0.2204 0.2015 -1.2944 1.8011 -0.4180 -0.1859 -0.2002 -0.1972 -0.2331 -0.1285 -0.4242 -0.1359 -0.2379 -0.1974 -0.1934 -0.1759 -0.4081 -0.1249 -0.2340 -0.1946 -0.2121 -0.1750 0.2318 0.2163 0.2135 0.2145 0.2163 0.2092 0.2127 0.2116 0.2185 0.2448 0.2090 0.2142 0.2132 0.2149 0.2422 -0.8598 0.6766 -0.8600 0.2224 0.2374 0.2205 0.2244 0.2264 0.2288

***

Entry 2:
# C28H30N6O4S

One molecule with the formula C28H30N6O4S (wB97M-V/def2-TZVPD, the OMol25 dataset).

Structure (XYZ):
```
69
Properties=species:S:1:pos:R:3:forces:R:3
C -0.508 -0.217 3.881 0.052 -0.021 -0.223
C 0.008 -0.284 2.449 -0.037 -0.050 0.214
C 0.710 0.954 1.966 -0.002 -0.091 -0.240
C 1.220 1.915 2.828 -0.020 -0.059 0.027
C 1.854 3.049 2.350 0.020 0.050 0.018
C 1.984 3.255 0.989 0.027 0.058 -0.080
C 1.487 2.312 0.110 -0.066 -0.056 0.089
C 0.863 1.167 0.592 0.043 0.429 0.277
N 0.434 0.190 -0.349 0.135 -0.088 -0.010
C -0.723 0.271 -1.045 -0.074 -0.054 -0.090
O -0.959 -0.509 -1.977 -0.043 0.012 -0.150
C -1.718 1.252 -0.658 -0.457 0.547 0.188
S -1.627 2.452 0.595 -0.296 -0.073 -0.288
N -3.118 3.020 0.333 -0.377 0.080 -0.094
C -3.733 2.386 -0.644 0.650 -0.155 0.192
C -5.099 2.752 -1.063 -0.343 0.389 0.187
N -5.633 3.771 -0.362 -0.126 0.157 0.094
O -5.684 2.178 -1.969 -0.006 -0.160 -0.161
C -2.977 1.341 -1.264 0.575 0.005 0.391
N -3.441 0.567 -2.249 -0.181 -0.305 -0.427
C 1.427 -0.807 -0.791 0.323 -0.287 -0.080
C 1.086 -2.186 -0.184 0.030 0.209 -0.383
O 1.623 -2.633 0.813 0.186 -0.069 0.313
N 0.154 -2.845 -0.886 -0.481 -0.205 -0.272
C -0.283 -4.177 -0.550 -0.379 -0.271 0.133
C -1.749 -4.223 -0.097 0.528 -0.257 0.224
C -2.048 -3.315 1.114 -0.091 -0.030 -0.153
C -2.933 -2.215 0.528 -0.048 -0.135 -0.186
C -3.580 -2.938 -0.652 -0.299 0.249 0.178
O -2.573 -3.781 -1.168 0.282 -0.027 -0.164
C 2.812 -0.355 -0.478 0.032 -0.344 0.059
C 3.522 -0.518 0.677 -0.195 -0.198 -0.106
N 4.737 0.093 0.566 0.183 0.033 0.326
C 4.837 0.678 -0.663 -0.190 0.176 -0.569
C 5.865 1.418 -1.233 0.083 0.015 0.023
C 5.672 1.899 -2.511 0.142 0.040 0.067
C 4.488 1.650 -3.209 -0.100 0.053 -0.201
C 3.466 0.915 -2.650 0.014 0.013 0.035
C 3.633 0.417 -1.358 0.335 0.010 0.226
H -1.132 0.663 4.024 -0.072 0.082 0.096
H -1.107 -1.100 4.093 -0.039 -0.055 0.069
H 0.310 -0.189 4.596 0.040 0.028 0.137
H 0.693 -1.131 2.350 -0.107 -0.027 -0.092
H -0.836 -0.477 1.782 0.050 -0.080 -0.045
H 1.126 1.779 3.893 -0.055 -0.024 0.134
H 2.246 3.775 3.047 0.030 0.071 0.066
H 2.474 4.139 0.610 0.043 0.089 -0.035
H 1.586 2.448 -0.956 0.012 -0.005 -0.112
H -5.092 4.203 0.367 -0.020 0.022 0.010
H -6.559 4.098 -0.580 0.064 -0.067 -0.028
H -2.806 -0.102 -2.659 -0.092 0.095 0.027
H -4.354 0.786 -2.621 0.088 -0.049 0.012
H 1.314 -0.892 -1.880 0.035 0.017 0.231
H -0.365 -2.354 -1.609 0.246 0.080 0.100
H 0.362 -4.547 0.249 -0.084 -0.042 -0.120
H -0.178 -4.815 -1.433 0.045 -0.017 0.098
H -1.994 -5.271 0.135 0.036 0.140 -0.034
H -1.129 -2.930 1.550 0.071 0.020 0.084
H -2.588 -3.873 1.879 0.029 -0.008 0.027
H -3.664 -1.828 1.234 -0.032 0.064 0.037
H -2.326 -1.390 0.156 -0.024 0.051 0.001
H -3.900 -2.271 -1.453 -0.040 -0.024 0.067
H -4.439 -3.537 -0.313 0.031 0.064 -0.048
H 3.249 -1.049 1.566 -0.044 -0.092 0.145
H 5.449 0.100 1.276 -0.092 -0.007 -0.070
H 6.781 1.609 -0.693 0.104 0.038 0.029
H 6.450 2.479 -2.985 0.071 0.042 -0.018
H 4.378 2.046 -4.208 -0.020 0.020 -0.079
H 2.555 0.730 -3.201 -0.105 -0.017 -0.072
```
Positions in Å, forces in eV/Å.

The SMILES is CCc1ccccc1N(C(=O)c1snc(C(N)=O)c1N)[C@H](C(=O)NC[C@H]1CCCO1)c1c[nH]c2ccccc12. The calculation puts the LUMO energy at -0.03 eV.

Per-atom natural (NBO) charges, elementary charge units: -0.6045 -0.4475 -0.0121 -0.2225 -0.1911 -0.2135 -0.2135 0.2065 -0.4723 0.6710 -0.6992 -0.4472 0.7228 -0.5781 0.0032 0.6411 -0.8005 -0.6329 0.2159 -0.7855 -0.1480 0.6972 -0.6593 -0.6242 -0.2410 0.0914 -0.4369 -0.4241 -0.0648 -0.5368 -0.1525 0.0297 -0.5180 0.1190 -0.2357 -0.2182 -0.2353 -0.2202 -0.0185 0.2068 0.2168 0.2016 0.2475 0.2126 0.2168 0.2153 0.2197 0.2288 0.4167 0.4064 0.4331 0.4348 0.2427 0.4428 0.2322 0.2039 0.1735 0.2233 0.2098 0.2153 0.2024 0.1969 0.1560 0.2387 0.4142 0.2121 0.2123 0.2120 0.2118

***

Entry 3:
# C28H31B2F4FeN10O2S3

C28H31B2F4FeN10O2S3 as an isolated structure in a non-equilibrium geometry (wB97M-V/def2-TZVPD, the OMol25 dataset).

Structure (XYZ):
```
81
Properties=species:S:1:pos:R:3:forces:R:3
Fe 1.620 0.024 0.334 1.195 0.259 0.411
N 1.338 -2.111 0.552 0.227 -0.096 0.094
C 2.476 -2.941 0.969 0.734 0.276 0.095
C 3.733 -2.058 1.223 -0.790 -1.570 -0.141
O 4.780 -2.598 1.530 -0.133 0.381 -0.075
O 3.494 -0.829 1.020 -0.169 1.926 -0.158
H 0.674 -1.991 1.306 -0.008 -0.290 0.015
H 0.877 -2.455 -0.279 -0.094 -0.161 0.004
H 2.763 -3.650 0.195 -0.183 -0.049 -0.004
H 2.277 -3.483 1.894 -0.157 -0.061 -0.116
C 1.916 4.093 -1.948 0.124 -0.055 -0.268
N 1.465 4.193 -0.577 -0.040 -0.235 0.459
C 0.555 5.083 -0.081 -0.191 0.182 0.231
C 0.416 4.812 1.242 -0.093 0.343 -0.233
N 1.242 3.771 1.563 0.225 -0.096 -0.351
B 1.593 3.269 3.001 0.053 0.046 -0.015
N 0.402 2.432 3.563 -0.094 -0.275 0.157
C -0.693 2.954 4.204 -0.151 -0.001 0.043
C -1.423 1.936 4.715 -0.052 0.037 0.079
N -0.771 0.774 4.375 0.213 0.404 -0.091
C -1.178 -0.566 4.723 0.013 -0.226 0.007
C 0.343 1.095 3.668 -0.256 -0.155 0.091
S 1.436 -0.076 3.081 0.456 0.055 -0.816
C 1.868 3.394 0.438 -0.017 0.033 -0.147
S 3.049 2.168 0.273 -0.183 -1.160 0.040
H 1.163 4.523 -2.602 -0.014 0.025 0.058
H 2.037 3.043 -2.204 -0.033 0.022 0.016
H 2.871 4.603 -2.076 -0.032 0.015 0.036
H 0.070 5.811 -0.705 -0.039 -0.005 -0.028
H -0.212 5.284 1.974 0.010 0.050 0.029
H 1.729 4.230 3.706 -0.090 0.142 0.093
H 2.546 2.566 2.936 0.102 0.037 0.103
H -0.858 4.015 4.256 0.020 0.038 0.053
H -2.318 1.933 5.309 -0.056 0.009 -0.015
H -2.171 -0.526 5.164 0.005 0.023 -0.001
H -0.475 -1.004 5.433 -0.041 0.005 -0.002
H -1.197 -1.192 3.831 -0.021 0.043 0.007
F -1.917 1.058 -1.571 -0.081 -0.185 -0.053
B -1.017 2.073 -1.311 -0.191 0.241 -0.028
F -1.470 2.922 -0.307 -0.042 -0.061 0.019
F -0.674 2.782 -2.443 0.085 -0.062 -0.067
F 0.220 1.436 -0.794 0.594 -0.520 0.303
N 4.856 -0.360 -1.208 -0.075 0.069 -0.043
C 3.866 -0.526 -2.085 0.397 0.018 -0.386
N 2.587 -0.513 -1.819 -0.553 0.234 0.951
C 1.820 -0.654 -2.971 0.057 -0.027 -0.518
C 0.431 -0.669 -3.043 0.179 -0.026 0.155
C -0.174 -0.786 -4.282 -0.001 -0.075 0.033
C 0.579 -0.911 -5.445 -0.063 -0.002 -0.069
C 1.961 -0.912 -5.393 0.050 0.026 0.030
C 2.564 -0.781 -4.155 -0.025 -0.011 0.155
S 4.269 -0.735 -3.792 -0.179 0.046 0.277
H 4.618 -0.351 -0.213 0.067 -0.067 -0.010
H 5.803 -0.536 -1.488 0.011 0.038 -0.017
H -0.157 -0.558 -2.139 -0.109 0.035 -0.063
H -1.249 -0.785 -4.352 -0.115 -0.003 0.028
H 0.080 -1.009 -6.399 -0.018 0.017 -0.016
H 2.555 -0.997 -6.293 0.002 -0.031 -0.022
C -2.805 0.574 1.784 -0.043 -0.083 -0.002
C -1.486 0.560 1.369 0.008 0.065 0.056
N -0.870 -0.543 0.940 -0.169 0.402 -0.369
C -1.583 -1.665 0.891 -0.347 -0.099 0.117
C -2.909 -1.768 1.311 0.212 0.118 0.022
C -3.521 -0.610 1.777 0.059 -0.041 -0.042
C -3.584 -3.081 1.345 -0.002 -0.214 -0.239
C -3.743 -3.917 0.314 -0.011 0.206 0.184
C -3.457 -3.579 -1.091 0.089 0.000 -0.246
C -3.142 -4.555 -2.033 -0.016 0.122 0.077
C -2.939 -4.123 -3.334 -0.027 -0.078 0.069
N -3.036 -2.847 -3.682 0.076 0.168 -0.242
C -3.329 -1.990 -2.710 0.036 -0.085 0.008
N -3.552 -2.293 -1.443 -0.042 0.026 0.177
H -3.253 1.501 2.110 0.017 0.038 -0.021
H -0.898 1.465 1.382 -0.075 0.045 -0.021
H -1.082 -2.554 0.525 -0.133 -0.036 -0.005
H -4.553 -0.639 2.102 -0.009 0.015 0.031
H -3.939 -3.388 2.322 0.011 -0.100 0.013
H -4.158 -4.903 0.482 -0.030 0.000 0.092
H -3.057 -5.599 -1.763 -0.019 -0.013 0.002
H -2.696 -4.818 -4.130 0.000 -0.047 0.040
H -3.389 -0.939 -2.970 -0.012 0.021 -0.018
```
Positions in Å, forces in eV/Å.

The calculation puts the LUMO energy (alpha / beta) at -0.38 / -2.09 eV. The spin multiplicity is 6.

Per-atom natural (NBO) charges, elementary charge units: 1.6281 -0.8984 -0.3591 0.7919 -0.6415 -0.8179 0.4158 0.3890 0.2251 0.2233 -0.4029 -0.3266 -0.0383 -0.0417 -0.4682 0.1546 -0.4766 -0.0448 -0.0828 -0.3511 -0.4006 0.2697 -0.2247 0.2519 -0.1817 0.2304 0.2435 0.2056 0.2298 0.2218 -0.0455 0.0019 0.2317 0.2262 0.2120 0.2228 0.2258 -0.5549 1.3554 -0.5583 -0.5499 -0.6080 -0.7805 0.3402 -0.6547 0.1129 -0.1837 -0.2006 -0.2176 -0.2125 -0.2138 0.3416 0.4485 0.4059 0.2110 0.2268 0.2180 0.2204 -0.1789 0.0439 -0.5163 0.0193 -0.0105 -0.1801 -0.1575 -0.2190 0.1819 -0.2878 0.0772 -0.4472 0.2632 -0.4530 0.2293 0.2221 0.1905 0.2209 0.2148 0.2191 0.2235 0.2000 0.1998